A structure of composition C49H52CsN7O5P2Te at a distorted geometry, computed with ωB97M-V/def2-TZVPD.

Results
LUMO, eV: 3.7
Frontier orbital gap, eV: 6.3770

ORCA input file:
```
! wB97M-V def2-TZVPD RIJCOSX def2/J DEFGRID3
* xyz -2 1
Cs -1.232 -0.666 1.415
O 2.501 1.348 -1.703
C 3.275 0.371 -2.226
C 3.053 -1.016 -1.452
C 2.052 -1.996 -2.004
C 2.385 -2.746 -3.132
C 1.462 -3.621 -3.661
C 0.247 -3.771 -3.019
C 0.004 -3.060 -1.847
C -1.255 -3.362 -1.075
C -2.463 -2.369 -1.316
O -2.264 -1.182 -0.723
C -2.667 -2.258 -2.858
C -2.482 -1.017 -3.450
C -2.660 -0.844 -4.819
C -3.025 -1.919 -5.620
C -3.219 -3.167 -5.035
C -3.048 -3.329 -3.666
C -3.774 -3.018 -0.765
C -3.977 -4.361 -0.460
C -5.197 -4.812 0.047
C -6.243 -3.927 0.252
C -6.053 -2.580 -0.049
C -4.836 -2.138 -0.541
N 0.888 -2.176 -1.356
C 2.944 0.145 -3.720
C 3.864 -0.201 -4.705
C 3.459 -0.433 -6.019
C 2.119 -0.336 -6.364
C 1.186 -0.007 -5.383
C 1.599 0.237 -4.082
C 4.748 0.837 -2.036
C 5.263 1.855 -2.846
C 6.503 2.426 -2.603
C 7.272 2.011 -1.519
C 6.764 1.028 -0.683
C 5.522 0.453 -0.940
H 2.733 -0.730 -0.451
H 4.010 -1.541 -1.393
H 3.356 -2.622 -3.593
H 1.690 -4.189 -4.556
H -0.499 -4.458 -3.396
H -1.044 -3.338 -0.003
H -1.567 -4.368 -1.356
H -2.195 -0.199 -2.798
H -2.520 0.136 -5.263
H -3.159 -1.791 -6.688
H -3.513 -4.012 -5.648
H -3.224 -4.304 -3.221
H -3.184 -5.086 -0.591
H -5.319 -5.862 0.287
H -7.187 -4.277 0.653
H -6.858 -1.870 0.113
H -4.666 -1.088 -0.748
H 4.911 -0.311 -4.447
H 4.195 -0.699 -6.771
H 1.800 -0.525 -7.383
H 0.131 0.037 -5.629
H 0.890 0.474 -3.297
H 4.662 2.217 -3.672
H 6.874 3.204 -3.262
H 8.245 2.450 -1.329
H 7.333 0.706 0.184
H 5.145 -0.299 -0.258
C 0.517 5.362 4.825
N -0.569 5.372 3.858
C -1.825 5.867 4.093
C -2.517 5.687 2.931
N -1.722 5.080 1.993
C -0.561 4.885 2.581
P 0.944 4.302 1.711
C 0.237 3.300 0.370
N -0.576 2.284 0.566
C -0.896 1.814 -0.677
C -0.267 2.562 -1.633
N 0.456 3.505 -0.964
C 1.479 4.334 -1.576
C 1.454 2.910 2.780
N 0.946 2.547 3.942
C 1.639 1.418 4.307
C 2.569 1.111 3.356
N 2.450 2.072 2.388
C 3.248 2.191 1.171
H 0.406 6.224 5.480
H 1.469 5.436 4.303
H 0.520 4.438 5.396
H -2.101 6.287 5.047
H -3.543 5.947 2.716
H -1.532 0.945 -0.810
H -0.227 2.484 -2.706
H 1.100 4.742 -2.512
H 2.352 3.709 -1.778
H 1.731 5.154 -0.907
H 1.402 0.879 5.212
H 3.269 0.297 3.266
H 4.214 1.717 1.335
H 3.420 3.249 0.961
H 2.764 1.734 0.302
C -4.604 -3.605 4.236
C -3.442 -3.154 5.097
O -2.871 -1.985 4.498
P -1.272 -1.661 4.724
O -1.025 -0.485 3.855
Te 0.071 -3.579 4.646
O -1.294 -1.208 6.290
C -1.966 0.031 6.580
C -0.991 1.192 6.619
H -5.050 -4.511 4.655
H -4.262 -3.818 3.221
H -5.372 -2.830 4.177
H -2.702 -3.945 5.179
H -3.780 -2.908 6.109
H -2.453 -0.104 7.547
H -2.742 0.226 5.837
H -0.183 0.981 7.325
H -1.503 2.107 6.932
H -0.565 1.353 5.628
*
```

Results of the Mulliken charge analysis, in e, for atoms 1 through 99:
1. Cs 1.543
2. O -0.444
3. C 2.109
4. C -1.249
5. C 0.121
6. C -0.373
7. C -1.458
8. C -0.122
9. C -0.789
10. C -0.900
11. C 1.601
12. O -0.948
13. C -0.364
14. C -0.080
15. C -0.622
16. C -0.581
17. C -0.862
18. C -0.233
19. C -0.039
20. C 0.172
21. C -1.052
22. C -0.419
23. C -0.851
24. C -0.266
25. N 0.064
26. C -1.045
27. C 0.184
28. C -0.814
29. C -0.741
30. C -0.674
31. C 0.226
32. C -0.037
33. C -0.494
34. C -0.827
35. C -0.449
36. C -0.862
37. C -0.408
38. H 0.125
39. H 0.680
40. H 0.518
41. H 0.366
42. H 0.402
43. H 0.914
44. H 0.427
45. H -0.097
46. H 0.421
47. H 0.363
48. H 0.391
49. H 0.457
50. H 0.369
51. H 0.371
52. H 0.401
53. H 0.378
54. H 0.481
55. H 0.436
56. H 0.377
57. H 0.374
58. H 0.370
59. H 0.437
60. H 0.457
61. H 0.356
62. H 0.376
63. H 0.389
64. H 0.453
65. C -0.836
66. N 0.285
67. C -0.064
68. C -0.828
69. N -0.443
70. C 0.258
71. P -0.649
72. C 0.240
73. N -0.310
74. C -0.385
75. C -0.625
76. N 0.576
77. C -0.857
78. C -0.011
79. N -0.055
80. C -0.967
81. C -0.281
82. N 0.570
83. C -1.161
84. H 0.401
85. H 0.302
86. H 0.213
87. H 0.401
88. H 0.412
89. H 0.480
90. H 0.501
91. H 0.368
92. H 0.171
93. H 0.359
94. H 0.450
95. H 0.465
96. H 0.415
97. H 0.324
98. H 0.441
99. C -1.064